Arrangement a

{"formula": "C6H31NO10", "method": "ωB97M-V with the def2-TZVPD basis set", "species": ["O", "O", "O", "O", "O", "O", "O", "O", "O", "O", "N", "C", "C", "C", "C", "C", "C", "H", "H", "H", "H", "H", "H", "H", "H", "H", "H", "H", "H", "H", "H", "H", "H", "H", "H", "H", "H", "H", "H", "H", "H", "H", "H", "H", "H", "H", "H", "H"], "xyz": [[-2.0460, 1.0659, 1.8688], [3.0230, 2.0965, -0.5969], [1.0869, 0.8912, 1.2967], [2.6488, 0.2025, -3.7017], [-2.2683, -0.6973, 4.1322], [-2.1223, -1.3376, 0.9422], [-2.5709, -1.8187, -3.6249], [-1.9292, 2.6039, -1.9088], [1.1006, 4.4659, -0.7866], [-0.3419, 3.6650, 1.3132], [-0.0857, -1.2237, -0.9190], [3.2303, -2.4016, 1.3870], [-1.3998, -2.4633, 0.7468], [2.4799, -2.7355, 0.2602], [0.0684, -1.8837, 0.3626], [-0.8240, 0.0773, -1.0631], [1.1124, -3.1700, 0.3019], [4.2194, -2.1168, 1.2838], [-2.5000, -0.5812, 3.1585], [0.8570, -3.7415, 1.1406], [0.8921, -3.7473, -0.5539], [-1.2970, -3.2908, 1.4007], [0.6735, 4.2994, 0.1085], [-0.3955, -1.9050, -1.5846], [-2.8774, -1.4532, 1.5895], [-1.6345, -1.3748, 4.3336], [-1.9132, -0.0382, -1.4482], [0.3088, 4.3567, -1.3818], [2.8494, -2.6034, -0.7645], [2.9159, -2.1560, 2.4104], [0.4966, -1.1387, 1.0446], [-0.7918, 0.7761, -0.1534], [-0.4104, 0.5616, -1.9593], [2.0538, 1.1078, 1.2533], [-1.1227, 0.9118, 2.0156], [-2.7740, -0.9578, -3.7551], [-2.3449, 3.4418, -2.1954], [-1.7594, -2.9993, -0.1633], [1.3131, 0.8352, 0.2346], [-2.3048, 2.2570, -1.1054], [-2.6516, -1.7568, -2.6849], [-2.5613, 1.5553, 2.5170], [-0.8800, 3.4236, 0.5525], [1.7185, 0.0608, -3.5406], [3.9663, 2.3687, -0.3982], [2.4076, 2.9863, -0.5094], [2.8659, 0.5738, -2.9181], [-0.4812, 3.0078, 2.0623]], "mol_weight_da": 277.31, "total_charge": 0, "smiles": "C=CC[C@H](CO)NC.O.O.O.O.O.O.O.O.O", "e_lumo_ev": -0.1}

---

Arrangement b

{"formula": "C6H31NO10", "method": "ωB97M-V with the def2-TZVPD basis set", "species": ["O", "O", "O", "O", "O", "O", "O", "O", "O", "O", "N", "C", "C", "C", "C", "C", "C", "H", "H", "H", "H", "H", "H", "H", "H", "H", "H", "H", "H", "H", "H", "H", "H", "H", "H", "H", "H", "H", "H", "H", "H", "H", "H", "H", "H", "H", "H", "H"], "xyz": [[-3.4843, -1.4432, -1.6406], [0.1835, 2.8109, -2.0449], [-2.2309, 1.4057, -1.5406], [3.7264, 1.1871, -0.2524], [-1.1087, -0.8943, -0.1592], [-2.2358, -0.5478, -3.7869], [-1.7006, 0.1884, 3.7057], [0.3899, -1.4647, -3.2384], [1.7749, 0.7687, -3.2134], [-2.2315, -2.4465, 1.9838], [1.4039, 0.1719, 1.5455], [1.0239, 0.2020, 2.9655], [0.4698, 0.7944, 0.5909], [0.1643, 2.2444, 0.9589], [1.6966, -1.2018, 1.0394], [-0.9206, 0.1275, 0.4653], [2.4822, -2.1101, 1.9441], [-2.0619, -0.6278, 4.0781], [-1.7279, 0.7470, 0.8784], [1.1095, 2.7645, 0.7339], [-2.7938, -1.3084, -0.9652], [2.6968, 0.5036, -3.1695], [3.0228, 1.1554, 0.4156], [-1.5163, -3.0717, 2.1182], [1.0598, 0.8844, -0.3215], [-2.7167, -0.8819, -2.9953], [0.3275, 0.9730, 3.2486], [-1.8255, 2.2799, -1.6190], [0.5764, -0.7511, 3.2477], [2.7898, -3.0312, 1.4390], [-0.1502, -1.3332, -2.4457], [3.4485, -1.6686, 2.2037], [-0.2777, -1.4418, -3.9426], [0.8335, -1.7081, 0.6001], [-1.9571, 0.3446, -3.5845], [0.0271, 2.6211, 1.9744], [-0.5573, 2.7103, 0.2939], [-3.7074, -2.3774, -1.6250], [1.2295, -0.0700, -3.2122], [-2.2429, -2.2081, 1.0506], [0.8113, 2.1577, -2.4026], [-3.1398, 1.4907, -1.2410], [0.3676, 3.6096, -2.5482], [-2.3662, 0.3327, 3.0208], [1.9239, -2.4254, 2.8209], [1.9424, 0.3391, 3.5441], [3.2030, 1.1269, -1.0585], [2.2681, -0.9285, 0.1402]], "mol_weight_da": 277.31, "total_charge": 0, "smiles": "CCN(C)[C@H](C)C=O.O.O.O.O.O.O.O.O.O", "e_lumo_ev": 0.2}

---

Need the numbers? Relative energies in eV: arrangement a 4.118; arrangement b 0.000.

---

Arrangement a

{"formula": "C6H10O2", "method": "ωB97M-V with the def2-TZVPD basis set", "species": ["O", "O", "C", "C", "C", "C", "C", "C", "H", "H", "H", "H", "H", "H", "H", "H", "H", "H"], "xyz": [[-1.6974, -0.2308, -0.7044], [1.6800, 0.7437, 0.7072], [-0.4965, -0.6601, -1.4321], [-1.6756, -0.3220, 0.7312], [0.3587, 0.7098, 0.5423], [0.8873, -0.2294, -1.6169], [1.9978, -0.0015, -0.5052], [-0.7872, 0.6417, 1.6038], [-0.9854, -0.9647, -2.4210], [-1.4501, -1.2499, 1.2778], [-0.5410, 0.0789, 2.6410], [3.2436, 0.3557, -1.2000], [1.4311, -0.4363, -2.6908], [-1.5782, 1.5666, 2.0761], [-0.0609, 1.5978, -0.1501], [0.0968, -0.3405, 0.2641], [-2.7360, -0.0242, 1.0280], [2.3129, -1.2346, -0.1509]], "mol_weight_da": 114.14, "total_charge": 0, "e_lumo_ev": 0.4}

---

Arrangement b

{"formula": "C6H10O2", "method": "ωB97M-V with the def2-TZVPD basis set", "species": ["O", "O", "C", "C", "C", "C", "C", "C", "H", "H", "H", "H", "H", "H", "H", "H", "H", "H"], "xyz": [[0.3933, -3.2556, -0.1083], [-0.4488, -2.4556, 1.7346], [0.7405, -0.9350, 0.0562], [0.1686, -2.1593, 0.7500], [-0.3655, 1.1798, -0.1263], [-0.9566, 1.3657, 1.0721], [-0.3456, -0.2505, -0.8391], [0.3660, 2.2773, -0.6414], [1.5042, 2.1687, -0.9333], [-1.2164, -0.7647, -0.7070], [1.5564, -1.2686, -0.7148], [-1.2245, 2.2982, 1.6395], [-0.1811, -0.2014, -1.8850], [0.0453, 2.7464, -1.7024], [1.2028, -0.3185, 0.7793], [0.3952, 3.1770, -0.0606], [-0.1668, -4.0716, 0.1246], [-1.4671, 0.4678, 1.5617]], "mol_weight_da": 114.14, "total_charge": 0, "smiles": "C=C(C)CCC(=O)O", "e_lumo_ev": 0.8}

---

Need the numbers? Relative energies in eV: arrangement a 7.444; arrangement b 0.000.

---

Arrangement a

{"formula": "C6H10O2", "method": "ωB97M-V with the def2-TZVPD basis set", "species": ["O", "O", "C", "C", "C", "C", "C", "C", "H", "H", "H", "H", "H", "H", "H", "H", "H", "H"], "xyz": [[-2.1331, -0.9969, -0.2469], [-0.2617, 1.3671, -1.1210], [0.2239, 0.0287, -1.1739], [1.4581, 0.3134, 0.9802], [0.5711, -0.4935, 0.2635], [1.3243, -0.9960, -0.9710], [-1.1881, 1.0962, -0.0712], [-1.0753, -0.2891, 0.4953], [-1.1593, 1.9626, 0.6663], [2.0818, 0.7469, 0.1319], [-1.2357, -0.3870, 1.5550], [0.7411, 1.1710, 1.4107], [-0.7642, -0.6985, -1.4230], [-2.1757, 1.3341, -0.3409], [1.2805, -1.7815, -1.7337], [2.0485, -0.1740, 1.7161], [-2.1514, -1.7910, 0.7686], [2.4151, -0.4124, -0.9060]], "mol_weight_da": 114.14, "total_charge": 0, "e_lumo_ev": 0.1}

---

Arrangement b

{"formula": "C6H10O2", "method": "ωB97M-V with the def2-TZVPD basis set", "species": ["O", "O", "C", "C", "C", "C", "C", "C", "H", "H", "H", "H", "H", "H", "H", "H", "H", "H"], "xyz": [[-0.3578, -1.1128, 0.4686], [-1.8129, 0.5538, 0.3712], [0.7369, 0.3657, 1.5945], [1.2072, -0.1143, -1.1465], [-0.4846, 0.2113, 0.7701], [-1.4202, 0.1852, -1.0523], [-0.1122, -0.8742, -0.9454], [1.8481, 0.4090, 0.2514], [0.0049, 0.7585, -0.1195], [-1.1910, 1.3313, -1.4881], [1.2053, 0.9247, -1.7219], [0.8059, 1.5111, 1.7048], [2.8501, -0.3184, 0.5616], [1.2981, -0.1730, 2.4396], [-0.1015, -1.7483, -1.5275], [2.1242, -0.6703, -1.6087], [-2.5190, 0.2189, -1.7504], [2.2371, 1.5414, -0.0396]], "mol_weight_da": 114.14, "total_charge": 0, "e_lumo_ev": 0.9}

---

Arrangement c

{"formula": "C6H10O2", "method": "ωB97M-V with the def2-TZVPD basis set", "species": ["O", "O", "C", "C", "C", "C", "C", "C", "H", "H", "H", "H", "H", "H", "H", "H", "H", "H"], "xyz": [[-2.3010, -0.6000, -0.4376], [0.6861, -0.3118, -1.7277], [2.0402, 1.4388, 0.0439], [0.2247, -0.2535, -0.3953], [1.0361, 0.6887, 0.4740], [-2.1346, 0.1175, 0.7447], [0.3235, -1.6774, 0.1562], [-1.2164, 0.2749, -0.3825], [-2.8710, 0.8882, 0.9417], [0.7376, 0.6927, 1.5170], [-1.3327, 1.1714, -0.9957], [0.6346, 0.5658, -2.1185], [2.5878, 2.0752, 0.7177], [-1.8393, -0.4644, 1.6091], [0.0666, -1.7015, 1.2134], [2.3584, 1.4487, -0.9901], [-0.3476, -2.3299, -0.3999], [1.3470, -2.0233, 0.0298]], "mol_weight_da": 114.14, "total_charge": 0, "smiles": "C=C[C@](C)(O)[C@@H]1CO1", "e_lumo_ev": 0.9}

---

Need the numbers? Relative energies in eV: arrangement a 7.060; arrangement b 6.858; arrangement c 0.000.